{
  "formula": "C30H28N2O6",
  "method": "ωB97M-V with the def2-TZVPD basis set",
  "spin_multiplicity": 1,
  "total_charge": 0,
  "homo_lumo_gap_ha": 0.1885,
  "e_above_lowest_ev": 3.141,
  "e_lumo_ha": -0.0808,
  "symbols": ["C", "H", "C", "O", "C", "H", "H", "H", "O", "C", "C", "C", "O", "N", "C", "C", "C", "O", "H", "C", "H", "H", "O", "H", "C", "H", "H", "C", "C", "C", "H", "H", "H", "H", "H", "C", "C", "C", "H", "C", "C", "H", "H", "C", "C", "C", "N", "C", "C", "C", "C", "H", "C", "H", "C", "H", "H", "C", "O", "H", "H", "H", "H", "H", "C", "H"],
  "positions_angstrom": [[1.4226, -2.8439, -0.1606], [-1.0147, -3.0194, -5.6150], [-1.7254, 2.0926, -1.2338], [-1.5547, 4.1095, 6.2315], [-1.0259, 2.7228, 4.4634], [-2.7451, 3.9721, 4.1002], [-3.6981, -4.1866, -1.3431], [-3.0739, -3.3812, 0.1261], [-2.9342, 2.2914, -1.1799], [-1.0584, 1.0038, -0.4418], [-0.4638, -2.4920, -4.8348], [2.6925, -3.1019, 0.3489], [0.1289, 2.7188, 6.4480], [-0.8110, 3.2102, 5.7746], [-0.3749, 1.2393, 2.6974], [1.5360, -1.3860, -3.9670], [3.0939, -2.5965, 1.5936], [1.1794, 0.5883, 0.3690], [1.7506, 3.9648, -0.1686], [0.8126, -1.8149, 1.9081], [-4.2653, -2.5625, -0.9151], [2.3491, -1.7413, 3.4229], [-0.9740, 3.0002, -1.9471], [1.5020, -0.8297, -1.8491], [0.9662, -1.2717, -2.6971], [-2.9044, 1.0214, 0.4826], [5.2185, -2.2828, 1.2784], [-1.0278, -2.3373, -3.5750], [0.4070, 1.0745, -0.4589], [2.0916, -2.0484, 2.4090], [-1.5640, -1.8011, 0.7087], [-2.8856, -3.4296, -3.5394], [0.6795, 4.9235, -2.7529], [0.6842, 1.3922, 4.5624], [1.1319, -3.3027, -1.1106], [-2.2827, -2.6440, -1.7071], [-2.1087, 3.1943, 3.6960], [-1.8782, 0.7728, 0.7602], [0.3405, 0.5424, 2.2617], [0.6694, 3.9339, -0.3429], [-3.3861, -3.2239, -0.9115], [0.0263, -1.4769, 2.5816], [0.7776, 3.4553, -3.7334], [-2.3584, 2.6268, 2.4516], [0.5222, -2.0163, 0.5280], [-0.3222, -1.7270, -2.5070], [-2.1912, -2.8921, -3.0378], [0.4204, 3.1364, -1.6073], [0.8282, -1.9878, -5.0275], [-0.1468, 1.7504, 3.9682], [1.0506, 3.8977, -2.7746], [0.1751, 3.5183, 0.5384], [-0.7447, -1.5769, -0.0117], [4.6856, -2.1017, 2.9605], [-1.1378, -1.8893, -1.3153], [-1.8395, -0.2799, 1.0609], [2.5466, -1.0117, -4.1253], [-1.5130, 1.6005, 1.9742], [0.9662, 1.7964, -1.5258], [3.4048, -3.6657, -0.2547], [-3.1945, 2.9585, 1.8279], [0.3125, 4.9603, -0.4875], [1.3141, -2.0793, -5.9952], [4.8555, -3.7116, 2.2504], [4.5262, -2.6772, 2.0393], [2.1365, 3.9212, -2.6694]],
  "forces_ev_per_a": [[0.5842, 0.0773, -0.4639], [0.2647, 0.2166, 0.0656], [-0.4816, -0.0995, 0.4032], [1.2136, -1.6371, -1.0546], [-0.3094, -0.6698, -1.5869], [0.0853, -0.0851, -0.0023], [0.1172, 0.2371, 0.2285], [-0.1577, -0.0161, -0.2326], [1.0352, -0.1248, -0.4996], [2.0500, 2.1463, -1.5948], [0.0968, 0.0844, -0.1222], [-0.2062, 0.0845, -0.0579], [-1.7189, 0.8501, -1.3050], [0.6037, 1.2684, 3.3499], [0.0930, 0.0703, 0.5238], [-0.3104, -0.0175, 0.1529], [-0.4107, 0.0020, -0.2027], [-0.2903, 0.2561, -1.1591], [-0.2146, -0.0504, 0.0322], [0.2970, -0.1230, -0.2813], [0.2178, -0.1166, 0.0432], [-0.1888, -0.1689, -0.1673], [0.1150, -0.1854, 0.5046], [-0.0429, -0.1369, -0.5466], [0.5090, 0.6905, -0.3351], [0.0314, -0.3354, 0.0194], [-0.3596, -0.0875, 0.1609], [0.8236, -0.0009, 0.4621], [-0.7327, 0.2454, 0.9460], [-0.1491, 0.1307, -0.2247], [0.7116, 0.7319, -0.4415], [0.2526, 0.1219, 0.0101], [-0.0087, -0.0961, -0.0209], [-0.0896, 0.2129, 0.0086], [0.2071, 0.4348, 0.2772], [0.9486, 0.9070, -0.2048], [0.3912, -0.1559, 0.1968], [-0.3517, -0.3586, 1.6381], [-0.4148, 0.2972, 0.2389], [-0.1728, 0.0532, 0.3302], [-0.4248, 0.0045, 0.1825], [0.2466, 0.2527, -0.2474], [0.0541, -0.0993, 0.1200], [0.5407, -0.3809, -0.0478], [0.4088, 0.1004, 1.2871], [-0.9062, -0.9150, -0.4989], [-0.2086, 0.1880, 0.3147], [-0.1376, -0.7440, -0.9047], [-0.1819, 0.0202, 0.4214], [-0.3787, 0.3556, -0.3020], [-0.0743, -0.4323, 0.0362], [0.0539, -0.0608, -0.0665], [-1.2477, -3.8313, 0.0192], [-0.0793, -0.1195, -0.2452], [-0.1546, -0.5648, -0.9706], [-0.5808, 1.1349, 0.4583], [-0.2571, -0.1253, -0.0374], [-0.4169, 0.1749, 0.1411], [-0.2269, 0.6543, 0.3955], [-0.2136, 0.0606, 0.1474], [0.2311, -0.1567, 0.3414], [0.0156, -0.2526, 0.0427], [-0.1666, -0.0189, 0.1320], [-0.2850, 0.3369, -0.1466], [0.4320, -0.1622, 0.3209], [-0.0807, -0.0724, 0.0183]]
}



{
  "formula": "C10H17N2",
  "method": "ωB97M-V with the def2-TZVPD basis set",
  "spin_multiplicity": 1,
  "total_charge": 1,
  "smiles": "C[C@H]1CC=NC(=[N+]2CCCC2)C1",
  "homo_lumo_gap_ha": 0.3632,
  "e_above_lowest_ev": 0.577,
  "e_lumo_ha": -0.1508,
  "symbols": ["H", "H", "C", "C", "H", "C", "N", "H", "C", "H", "H", "C", "N", "H", "C", "C", "H", "H", "C", "H", "C", "H", "H", "H", "H", "H", "H", "H", "C"],
  "positions_angstrom": [[0.1178, 1.0021, -2.6363], [-1.0289, 2.0729, -0.4309], [-0.1510, 1.1786, 2.8203], [0.0547, -0.0238, -2.1161], [-1.4487, -1.1614, 1.8003], [1.2594, 0.9202, 2.4502], [0.6190, -0.0818, -0.7724], [-0.2787, 2.1753, 3.1181], [-1.7874, -0.2495, 1.3452], [-1.9323, 1.8015, 1.9124], [0.3656, -2.9608, -1.6357], [0.7407, -1.0962, -2.9307], [1.5517, 0.7388, 1.2087], [1.6348, -0.6364, -3.3099], [-0.4601, 1.7723, 0.4037], [1.4250, -1.3179, -0.5590], [-1.0509, -0.2463, -2.0188], [0.9696, -1.8221, 0.3523], [0.6131, 0.7982, 0.1863], [2.1235, 1.1360, 3.1500], [-1.1682, 1.1207, 1.7005], [-2.8647, -0.2401, 1.4876], [0.2823, -1.7073, -3.6829], [2.5456, -1.0553, -0.6499], [-0.1028, 2.8037, 0.6478], [-0.2446, 0.4741, 3.7302], [-1.5056, -0.3482, 0.2470], [2.1414, -2.7294, -2.2216], [1.1945, -2.2031, -1.8096]],
  "forces_ev_per_a": [[0.1490, -1.4178, 1.2189], [-1.3969, -0.8244, -1.0705], [0.0838, -2.4664, 1.7069], [-3.1729, 1.0766, -1.3410], [0.6606, -0.0664, 0.6962], [0.7587, 1.6245, -2.0394], [1.7144, -0.3193, 0.5135], [0.6071, 1.5266, 1.3723], [0.2987, 0.6165, -2.1264], [-1.2581, 0.9361, 0.5262], [1.0616, 0.9263, -0.3559], [1.6820, -1.7295, 2.4400], [0.2366, -0.8090, 0.0455], [0.5420, -0.1127, -0.4784], [0.8188, 1.4858, 1.4723], [0.9097, -0.9623, -0.7812], [0.9942, 0.2673, -0.1763], [1.5120, 0.7292, -0.8018], [0.2501, 0.2468, 0.5998], [-1.1798, -0.6487, -0.6803], [1.0915, -1.4113, -1.3677], [-0.0419, 0.0823, -0.3004], [-0.9320, 0.6379, -0.5354], [-1.7553, -0.2743, 1.3110], [0.3938, -0.9582, 0.4796], [-0.9238, 1.1512, -1.2296], [-1.1690, -0.4685, 1.2007], [-1.6437, 0.7842, 1.1058], [-0.2908, 0.3775, -1.4042]]
}



{
  "formula": "C3H8N2OS2",
  "method": "ωB97M-V with the def2-TZVPD basis set",
  "spin_multiplicity": 1,
  "total_charge": 0,
  "homo_lumo_gap_ha": 0.2941,
  "e_above_lowest_ev": 4.012,
  "e_lumo_ha": 0.0218,
  "symbols": ["S", "H", "H", "N", "H", "H", "N", "O", "S", "H", "H", "H", "H", "C", "C", "C"],
  "positions_angstrom": [[-4.2045, -0.7110, 0.3669], [-2.9232, 2.3215, 0.1151], [-1.2812, 1.4685, 0.0898], [-2.3503, 1.4844, 0.0023], [-0.1651, -1.4070, 0.1626], [3.0785, 1.1727, 0.1903], [-2.4383, -0.8242, 0.6087], [0.3511, 1.2284, 0.1120], [1.2354, 0.3640, -0.7283], [2.5916, -0.3314, 0.9176], [3.5205, -0.2902, -0.5927], [1.3538, -1.8506, 0.1343], [0.4997, -1.8145, -1.3889], [2.8167, 0.1757, 0.0105], [-2.7603, 0.3633, 0.3972], [0.6756, -1.3495, -0.3972]],
  "forces_ev_per_a": [[-1.0759, 0.6953, 0.0228], [0.4942, -0.5446, -0.1076], [-1.1311, 0.9892, -0.4299], [2.5980, 3.4518, -0.2844], [-3.0739, 0.5593, 1.4439], [0.8756, 1.4830, 0.4927], [1.7900, -0.1290, 0.4744], [0.6784, 0.3772, 0.6660], [-1.6029, -1.3352, -1.4765], [0.5334, -0.3904, 0.9809], [1.0419, -1.0398, -1.2390], [3.1550, -2.0213, 1.7438], [0.0988, 0.0978, 0.6797], [-1.6305, 0.6249, 1.2363], [-2.8607, -4.4258, 0.2807], [0.1097, 1.6075, -4.4836]]
}



{
  "formula": "C22H21ClN3PtS",
  "method": "ωB97M-V with the def2-TZVPD basis set",
  "spin_multiplicity": 5,
  "total_charge": 1,
  "homo_lumo_gap_ha": [0.2000, 0.1880],
  "e_above_lowest_ev": 0.919,
  "e_lumo_ha": [-0.1147, -0.2412],
  "s_squared": 6.067,
  "symbols": ["C", "Cl", "H", "C", "H", "H", "C", "H", "C", "C", "C", "N", "H", "Pt", "H", "N", "H", "N", "C", "H", "C", "H", "C", "H", "C", "C", "H", "C", "H", "H", "C", "H", "H", "C", "H", "C", "H", "C", "C", "H", "C", "C", "H", "H", "C", "S", "C", "H", "C"],
  "positions_angstrom": [[-13.2214, 7.7126, 10.0482], [-9.3286, 3.1744, 6.3396], [-13.2708, 7.2135, 7.6222], [-10.7292, 6.7445, 14.9782], [-12.2654, 5.3109, 11.2900], [-10.7725, 3.3606, 14.7063], [-10.2697, 6.0270, 12.6829], [-11.0193, 12.6803, 12.0962], [-10.4777, 9.5154, 10.9528], [-10.7460, 10.5712, 11.8403], [-10.5187, 8.3605, 12.9446], [-10.3725, 8.3135, 11.6210], [-7.7533, 1.7894, 8.1860], [-9.9708, 6.5963, 10.6691], [-10.3968, 13.1792, 9.6569], [-11.0716, 6.9508, 9.1735], [-11.1259, 5.1473, 16.3653], [-9.2547, 4.8774, 9.9206], [-8.4363, 4.0554, 10.5816], [-12.9041, 8.0177, 11.0146], [-10.5053, 12.1666, 10.0456], [-14.2602, 5.9658, 8.2286], [-10.6622, 4.4019, 14.3833], [-13.0840, 8.5407, 9.3662], [-8.1920, 2.6124, 8.6871], [-10.2928, 9.8128, 9.5967], [-10.3841, 3.9251, 12.2976], [-10.4257, 7.0772, 13.6250], [-14.3085, 7.6586, 10.0178], [-8.2785, 4.3145, 11.6207], [-10.4368, 4.7031, 13.0532], [-10.1711, 9.0126, 8.8679], [-10.3629, 5.1623, 8.1386], [-12.4201, 5.1442, 10.2207], [-13.3667, 4.5735, 10.1499], [-9.0344, 3.4743, 8.0132], [-7.2896, 2.3156, 10.6486], [-7.8831, 2.9326, 10.0004], [-13.2076, 6.2527, 8.1483], [-12.7057, 5.5268, 7.5211], [-12.5795, 6.4551, 9.4956], [-10.7794, 11.8900, 11.4040], [-10.8379, 7.5220, 15.7264], [-10.1484, 11.3033, 8.1115], [-9.6157, 4.5536, 8.6594], [-10.8020, 9.9957, 13.5094], [-10.8553, 5.4062, 15.3467], [-11.6727, 4.4959, 9.7820], [-10.3077, 11.1226, 9.1628]],
  "forces_ev_per_a": [[-0.9723, -0.2287, -0.0114], [-0.2765, 0.1581, 0.1180], [0.3718, -0.2425, -0.1131], [0.1116, -0.7843, 0.8451], [0.2025, -0.2802, -0.2368], [0.0384, 0.3738, -0.2348], [0.7745, -1.2759, -1.6243], [0.1672, 0.1613, 0.0705], [0.1479, -1.1041, 1.5013], [0.1762, 1.1121, 0.6308], [-0.2254, -1.9586, 4.6749], [0.5679, 0.9907, -5.9075], [0.2711, -0.7302, -0.3299], [0.8444, 0.4444, 3.8014], [-0.3149, -0.1441, 0.4065], [-2.6834, -0.6144, -0.6213], [0.1537, 0.0381, -0.1331], [-0.7130, -0.7508, -1.3328], [0.0400, 0.2782, 0.2698], [0.2562, 0.0808, 0.9669], [-0.1495, 0.3817, 0.8856], [0.1187, -0.3019, 0.2768], [-0.6202, -1.1384, 0.6293], [0.6629, 0.1668, -0.2616], [0.2374, 0.9703, 0.8386], [-0.0182, -0.3813, -1.0943], [0.0068, -0.0359, 0.2565], [-0.8162, 2.9272, -1.3352], [-0.1976, -0.5183, 0.4383], [0.3014, -0.0151, -0.1329], [0.4518, 0.6730, -0.2183], [0.1020, 0.2061, 0.3085], [0.5787, -0.0576, 0.2981], [-2.1343, -0.2526, 1.1328], [0.2341, 0.2894, -0.0196], [-0.1920, -0.0968, -0.2589], [0.3307, -0.2808, -0.1506], [-0.4675, -0.0732, 0.2076], [-0.8065, 0.4415, -0.9820], [0.1642, -0.1854, -0.0960], [2.6161, 1.2874, -1.9954], [-0.0082, -0.2740, -0.2962], [-0.0875, -0.0120, -0.1101], [0.0488, 0.1413, -0.0607], [0.4791, -0.1992, -0.5295], [-0.2473, 0.1977, 0.1146], [0.2691, 1.5929, -0.4498], [0.0473, 0.1163, 0.0521], [0.1576, -1.0927, -0.1876]]
}